[1]
Formula: C4H3BrNO2S
Source: the Open Molecules 2025 dataset
Level of theory: ωB97M-V with the def2-TZVPD basis set

Positions of all 12 atoms, in Å:
O  -3.936  -2.357  -0.017
C  -2.777  -2.081  -0.096
O  -1.688  -2.570  -0.214
C  -2.539  -0.239  0.014
Br  -4.242  0.643  0.010
N  -1.750  0.091  -1.032
C  -0.509  0.119  -0.778
C  -0.051  0.088  0.660
S  -1.598  0.025  1.604
H  0.215  0.168  -1.576
H  0.553  -0.794  0.881
H  0.519  0.985  0.926

Summary:
Charge: -1
Kohn-Sham gap: 7.00 eV
E_LUMO: 0.1220 hartree
Highest occupied orbital energy: -3.68 eV
2S+1: 1
SMILES: O=C([O-])[C@]1(Br)N=CCS1

The net atomic charges from Löwdin, expressed in e, are: -0.029 -0.738 -0.001 -1.102 0.619 -0.045 -0.229 -0.473 0.785 0.098 0.062 0.054

---

[2]
Formula: C4H9N
Source: the Open Molecules 2025 dataset
Level of theory: ωB97M-V with the def2-TZVPD basis set

Positions of all 14 atoms, in Å:
C  1.925  -0.450  -0.128
C  0.618  -0.046  0.512
N  0.052  1.129  0.015
C  -0.606  -0.178  -0.340
C  -2.015  -0.336  0.063
H  2.637  0.317  0.294
H  1.780  -0.414  -1.248
H  2.148  -1.491  0.243
H  0.554  -0.162  1.566
H  0.539  1.591  -0.783
H  -0.383  -0.648  -1.354
H  -2.364  -1.374  -0.006
H  -2.624  0.351  -0.533
H  -2.180  -0.004  1.078

Summary:
Kohn-Sham gap: 10.51 eV
E_LUMO: 0.0455 hartree
Highest occupied orbital energy: -9.27 eV
2S+1: 1
SMILES: C[C@H]1N[C@@H]1C

The net atomic charges from Löwdin, expressed in e, are: -0.073 -0.423 0.031 -0.324 -0.086 0.091 0.088 0.087 0.124 0.111 0.146 0.078 0.079 0.071

---

[3]
Formula: C5H14N2O
Source: the Open Molecules 2025 dataset
Level of theory: ωB97M-V with the def2-TZVPD basis set

Positions of all 22 atoms, in Å:
C  0.466  -1.040  0.396
C  -1.346  -0.173  -0.071
C  0.182  -2.450  -0.113
C  0.413  -0.927  1.917
N  -1.563  1.069  0.394
H  1.522  -0.858  0.147
H  -1.050  1.815  -0.117
H  -1.654  1.184  1.392
H  -1.899  -0.966  0.420
H  -1.299  -0.245  -1.152
H  -0.781  -2.834  0.235
H  0.577  0.106  2.231
H  -0.545  -1.267  2.324
H  0.185  -2.479  -1.205
H  0.942  -3.152  0.238
H  1.188  -1.537  2.387
C  0.795  3.163  -1.979
O  1.030  1.075  -1.192
N  0.295  2.206  -1.304
H  0.550  0.141  -0.450
H  0.214  4.072  -2.058
H  1.778  3.095  -2.440

Summary:
Kohn-Sham gap: 9.25 eV
E_LUMO: 0.0360 hartree
Highest occupied orbital energy: -8.27 eV
2S+1: 1

The net atomic charges from Löwdin, expressed in e, are: -0.382 -0.139 -0.117 -0.118 0.039 0.121 0.059 0.096 0.099 0.108 0.069 0.075 0.073 0.079 0.076 0.076 -0.048 -0.212 -0.191 0.112 0.056 0.068

---

[4]
Formula: C23H22N2NiO2
Source: the Open Molecules 2025 dataset
Level of theory: ωB97M-V with the def2-TZVPD basis set

Positions of all 50 atoms, in Å:
Ni  0.267  0.455  -0.426
C  -0.522  2.227  2.360
C  0.003  0.849  2.062
C  1.375  0.585  2.025
C  1.862  -0.704  1.791
C  3.339  -0.944  1.694
C  0.955  -1.740  1.600
C  -0.418  -1.510  1.597
C  -1.394  -2.618  1.323
C  -0.878  -0.211  1.815
H  -0.780  2.746  1.436
H  0.216  2.817  2.902
H  -1.429  2.169  2.960
H  2.075  1.394  2.203
H  3.692  -0.607  0.717
H  3.577  -2.002  1.793
H  3.882  -0.389  2.460
H  1.326  -2.742  1.415
H  -1.792  -2.528  0.310
H  -2.239  -2.571  2.010
H  -0.920  -3.593  1.420
H  -1.946  -0.018  1.814
O  1.857  -0.149  -1.203
C  1.983  -1.312  -1.810
C  3.285  -1.804  -2.023
C  3.514  -3.016  -2.635
C  2.450  -3.800  -3.085
C  1.169  -3.331  -2.909
C  0.903  -2.108  -2.273
C  -0.485  -1.695  -2.194
N  -0.872  -0.692  -1.507
N  -2.194  -0.290  -1.545
C  -2.277  0.925  -1.059
O  -1.274  1.629  -0.639
C  -3.625  1.549  -0.990
C  -3.738  2.889  -0.635
C  -4.988  3.486  -0.553
C  -6.130  2.747  -0.822
C  -6.020  1.408  -1.177
C  -4.774  0.810  -1.264
H  4.107  -1.183  -1.689
H  4.533  -3.357  -2.774
H  2.628  -4.748  -3.572
H  0.327  -3.912  -3.269
H  -1.230  -2.245  -2.769
H  -2.838  3.451  -0.429
H  -5.069  4.531  -0.280
H  -7.105  3.212  -0.758
H  -6.910  0.829  -1.388
H  -4.672  -0.230  -1.543

Summary:
Kohn-Sham gap (alpha / beta): 8.02 / 7.72 eV
E_LUMO (alpha / beta): 0.0099 / -0.0021 hartree
Highest occupied orbital energy (alpha / beta): -7.75 / -7.78 eV
2S+1: 3
⟨S²⟩: 2.007

The net atomic charges from Löwdin, expressed in e, are: 0.783 -0.032 -0.296 -0.027 -0.271 -0.031 -0.009 -0.265 -0.030 -0.039 0.071 0.082 0.088 0.128 0.073 0.084 0.083 0.127 0.071 0.085 0.081 0.135 -0.149 -0.334 -0.025 -0.085 -0.103 -0.057 -0.142 -0.056 -0.071 0.092 -0.441 -0.120 -0.149 -0.026 -0.082 -0.092 -0.084 -0.033 0.110 0.103 0.097 0.109 0.134 0.109 0.101 0.100 0.101 0.104

---

[5]
Formula: C4H4IN
Source: the Open Molecules 2025 dataset
Level of theory: ωB97M-V with the def2-TZVPD basis set

Positions of all 10 atoms, in Å:
C  0.404  1.942  0.369
C  -0.441  1.131  -0.179
C  1.018  0.407  0.422
C  -0.033  -0.722  -0.314
N  -1.103  0.158  -0.826
I  -3.060  -0.553  0.066
H  1.856  0.320  -0.172
H  1.011  0.008  1.374
H  0.568  -1.206  -1.166
H  -0.221  -1.485  0.428

Summary:
Kohn-Sham gap (alpha / beta): 8.02 / 6.12 eV
E_LUMO (alpha / beta): 0.0166 / -0.1111 hartree
Highest occupied orbital energy (alpha / beta): -7.57 / -9.14 eV
2S+1: 3
⟨S²⟩: 2.018

The net atomic charges from Löwdin, expressed in e, are: 0.125 -0.314 -0.109 -0.240 -0.314 0.467 0.081 0.086 0.143 0.076

---

| no. | molecular weight (g mol⁻¹) | DFT total energy (Eh) |
| --- | --- | --- |
| 1 | 209.04 | -3331.7161 |
| 2 | 71.12 | -212.5086 |
| 3 | 118.18 | -383.4834 |
| 4 | 417.13 | -2657.9777 |
| 5 | 192.99 | -506.9674 |